The following is a quantum chemistry calculation of 12 unconnected molecules or ions with the total composition C44H67N12O7, from OMol25.

Computed properties:
Total charge = +1
Strongest force on any atom = 14.418 eV/A
HOMO level = -0.3311 hartree
E_LUMO = -5.03 eV

XYZ file:
```
130
Properties=species:S:1:pos:R:3:forces:R:3
C 3.21533 -1.25404 1.94381 1.66 -0.29 -0.70
C 2.77933 -0.39104 0.76581 -0.62 -0.85 1.66
C 3.23633 -0.90704 -0.54519 1.23 -3.37 -3.38
C 2.63333 -0.23804 -1.81019 -3.71 4.40 7.92
C 1.15533 -0.56504 -1.69019 -0.97 4.48 -3.37
C 0.51333 -0.03304 -0.47719 -2.73 -0.25 1.24
N 1.34533 -0.45804 0.73281 -4.85 -0.24 4.93
O 0.74333 -0.78904 1.81381 2.44 1.49 -5.28
C -0.92067 -0.69704 -0.34119 -1.86 0.82 -0.50
C 0.17833 1.55896 -0.44219 2.75 -2.13 0.76
C 3.17533 1.05996 1.05481 -3.54 -0.14 -8.34
H 2.94933 -2.27604 1.83581 -1.39 -0.84 0.10
H 3.17833 -0.89404 2.95781 -0.64 0.44 0.15
H 4.25033 -1.44404 1.75981 1.29 0.49 -0.06
H 3.08833 -2.16604 -0.77319 0.06 3.53 1.34
H 4.31033 -0.80504 -0.57419 0.48 0.11 0.13
H 3.03333 -0.46604 -2.61819 3.57 -3.12 -7.22
H 2.81133 0.90296 -1.84819 -0.43 -1.38 0.56
H 1.05133 -1.56004 -1.73619 -0.48 -3.92 -0.04
H 0.39033 -0.16104 -2.54019 2.30 -0.77 1.58
H -1.14767 -1.81004 -0.16219 1.20 1.62 0.44
H -1.45367 -0.61104 -1.35619 1.09 0.31 1.22
H -1.49667 0.03896 0.33481 0.54 -1.72 -0.63
H 0.92633 2.15096 -0.93619 0.53 0.16 -0.13
H 0.07633 1.87296 0.57081 0.02 0.29 0.82
H -0.72167 1.74996 -0.91019 -1.98 -0.02 -1.15
H 4.04233 0.94696 1.43581 6.91 -0.35 1.51
H 2.73333 1.44296 1.82981 -3.63 2.24 4.08
H 3.04433 1.71896 0.07081 0.72 -1.24 2.48
N -5.00067 0.42096 -2.71819 0.29 0.49 -1.37
C -4.99467 0.44096 -4.17019 10.79 3.52 5.07
C -3.51267 0.86496 -4.56019 -2.52 -1.08 2.59
C -2.77867 1.06096 -3.32319 -4.64 -1.49 1.01
C -3.73067 0.66796 -2.13519 1.18 1.86 -2.02
H -5.96067 0.41996 -2.20419 2.74 -0.29 -1.11
H -5.80367 0.13996 -4.56719 -5.48 -1.85 -3.52
H -2.87667 0.95796 -5.51419 -2.06 -0.29 1.24
H -1.80167 1.53896 -3.44119 -0.16 -0.62 1.12
H -3.57267 0.61596 -0.96619 -0.38 0.35 -2.89
N 2.54933 7.30096 -2.32519 -1.59 -8.14 -0.41
C 3.36833 6.59396 -1.55119 -0.56 -4.25 -0.80
C 3.00433 5.07396 -1.78019 -2.71 6.94 -2.14
C 1.82933 5.13296 -2.70119 6.17 9.17 2.30
C 1.65733 6.61796 -3.07719 -1.34 -4.08 -0.44
H 2.53433 8.16596 -2.49319 0.72 8.78 -0.84
H 4.12633 7.24096 -1.13319 0.39 -0.97 0.61
H 3.48933 4.22596 -1.44519 0.86 -1.30 0.93
H 1.22633 4.43196 -2.94919 -3.63 -4.70 -1.89
H 0.96333 7.16296 -3.90319 1.80 -1.52 2.52
N -2.37267 3.96296 0.73181 1.93 -0.04 2.65
C -2.75067 4.03896 -0.54819 3.64 1.34 -2.41
C -1.52667 4.50596 -1.38919 -1.84 0.11 3.10
C -0.51167 4.83396 -0.38519 0.92 -1.47 2.20
C -0.95467 4.38696 0.97381 -4.51 0.08 -8.12
H -2.95467 3.54396 1.57281 1.71 1.52 -2.58
H -3.78467 3.91496 -0.86419 0.42 -0.25 0.04
H -1.48167 4.74696 -2.50219 -0.25 -0.43 1.92
H 0.63133 5.18696 -0.53419 -3.19 -0.77 0.11
H -0.71867 4.41796 1.94781 1.45 0.32 3.04
N -2.89967 -2.29204 5.75781 -0.30 1.34 -0.46
C -2.02667 -3.37404 5.94981 0.07 0.50 -5.27
C -1.35867 -3.66304 4.63781 -3.66 5.01 1.95
C -1.75167 -2.53504 3.73681 -3.59 0.04 6.71
C -2.80367 -1.63904 4.49681 6.31 -8.51 0.72
H -3.58567 -1.93904 6.47781 1.42 -0.75 -1.06
H -2.14967 -4.08704 6.72081 -0.12 -0.13 0.90
H -0.89167 -4.57504 4.41081 0.91 -0.71 -0.25
H -1.53167 -2.37304 2.76081 0.81 0.32 -2.71
H -3.29067 -0.85704 4.10781 -1.97 2.86 -0.66
N -0.05467 -0.74204 5.79481 9.90 9.01 5.37
C 0.44433 0.33696 5.01181 3.91 0.28 7.22
C 1.52633 1.03496 5.97981 -6.65 -9.99 1.44
C 1.60433 0.13596 7.25681 -7.57 -1.69 -9.13
C 0.49033 -0.95204 7.08581 4.67 7.43 -4.51
H -0.62967 -1.26804 5.46281 -8.70 -7.83 -4.82
H 0.00133 0.66096 4.11081 -0.32 -0.01 -0.74
H 2.08433 1.79496 5.76181 3.12 4.37 -1.24
H 2.12733 0.32796 8.04881 2.98 0.91 4.48
H 0.11933 -1.62404 7.72981 -1.18 -2.44 1.98
N -4.73167 2.43196 2.03081 -4.03 0.96 -1.22
C -4.84367 3.43496 2.91481 0.42 4.12 4.98
C -3.65967 3.48196 3.97281 -3.06 -5.92 -7.57
C -2.93967 2.21796 3.50781 -5.30 2.76 -2.80
C -3.71767 1.67796 2.26581 6.46 -4.01 2.61
H -5.45467 2.15696 1.28681 1.45 1.00 1.78
H -5.77067 4.16096 3.07281 2.12 -1.95 -1.08
H -3.56967 4.17896 4.74881 0.29 0.64 0.84
H -2.02967 1.95296 3.90881 1.76 -1.15 0.48
H -3.49367 0.68096 1.56181 -0.51 3.07 2.24
N -3.48267 -2.25504 -2.83219 2.41 -0.36 -2.05
C -4.02167 -3.42904 -2.47719 2.35 -3.30 -0.46
C -2.97267 -4.56304 -2.77319 -0.97 3.81 0.32
C -1.76767 -3.94304 -3.30519 -2.22 1.44 -0.49
C -2.24667 -2.50404 -3.44519 0.56 -4.17 1.85
H -3.95367 -1.30204 -2.83219 0.97 -2.11 -0.06
H -5.04867 -3.33204 -2.15419 0.06 -1.02 0.24
H -3.02767 -5.62904 -2.64119 -0.64 0.00 0.35
H -0.69567 -4.60704 -3.68819 -3.72 2.74 1.22
H -1.64867 -1.75604 -3.76619 1.51 2.52 -0.97
N 3.32633 -4.76504 -0.89319 -2.23 0.72 4.00
C 3.20033 -4.75204 0.50281 -2.45 0.13 1.17
C 1.79333 -4.54404 0.88881 3.35 0.30 -4.95
C 1.13233 -4.30104 -0.37519 2.58 -1.16 -0.82
C 2.17833 -4.50404 -1.50319 -4.39 1.38 0.66
H 4.09633 -4.90104 -1.43919 2.75 -0.46 -0.99
H 3.98133 -4.80604 1.24981 0.41 -0.38 -0.66
H 1.30233 -4.49004 1.83481 0.28 -0.10 0.51
H 0.05033 -4.19104 -0.26719 0.30 0.12 -1.39
H 2.21933 -4.34104 -2.65819 -0.64 -0.41 2.49
C 2.73433 -2.93604 5.58281 -5.59 -3.34 -7.65
N 3.76333 -3.44004 4.67481 -0.39 -2.60 -2.47
O 4.81133 -2.84804 4.63281 -0.01 0.12 0.03
O 3.53133 -4.50904 3.99381 0.38 3.13 1.91
H 3.02433 -3.01704 6.45281 3.17 0.00 8.68
H 1.79733 -3.61504 5.49381 1.92 -0.24 0.25
H 2.07333 -2.18004 5.32581 0.47 3.03 -0.91
C 0.31433 1.74896 -6.49519 -1.30 -2.24 0.82
N 0.75933 1.26696 -5.11719 -1.21 0.58 -4.23
O 0.51833 0.13396 -4.90419 -0.87 -3.37 0.91
O 1.37333 1.98696 -4.44319 2.05 2.76 2.74
H 0.66233 2.67096 -6.66519 0.80 4.06 0.28
H -0.81867 1.73096 -6.52519 1.66 -0.59 -0.49
H 0.99233 1.25896 -7.19719 -1.09 -1.18 -0.15
C 2.78633 -2.10504 -6.65219 -4.23 -1.35 -3.33
N 2.08833 -2.63004 -5.49319 4.59 -2.51 0.51
O 2.75833 -2.71304 -4.48019 0.12 1.20 1.67
O 1.16733 -3.32004 -5.70319 -3.74 -0.77 -0.55
H 2.80433 -2.92604 -7.49719 -0.41 1.92 1.79
H 3.66633 -1.66804 -6.55519 4.29 1.13 1.53
H 2.15333 -1.25504 -6.81419 -0.66 0.40 -1.52
```
Positions in Å, forces in eV/Å.